Entry i
A 3-piece molecular cluster, C3H12O4 overall, computed with ωB97M-V/def2-TZVPD.

Cartesian coordinates (Å):
C1 1.077 0.987 -0.935
O1 2.397 1.455 -1.061
C2 0.935 -0.513 -0.670
C3 -0.476 -0.876 -0.211
O2 -1.437 -0.911 -1.258
H1 0.602 1.577 -0.136
H2 0.491 1.228 -1.829
H3 2.690 1.334 -1.968
H4 1.058 -0.926 -1.680
H5 1.652 -1.046 -0.066
H6 -0.435 -1.881 0.223
H7 -0.746 -0.259 0.662
H8 -1.826 -0.041 -1.352
H9 0.460 -1.622 4.245
H10 -0.169 -2.938 3.881
O3 0.672 -2.569 4.172
H11 -3.085 2.966 -0.889
H12 -2.538 1.595 -1.214
O4 -2.581 2.242 -0.502

Calculated values
- Orbital gap: 10.505 eV
- HOMO energy: -0.3719 hartree
- SMILES string: OCCCO.O.O

Entry ii
A 4-piece molecular cluster, C3H12O4 overall, computed with ωB97M-V/def2-TZVPD.

Cartesian coordinates (Å):
C1 1.144 0.032 1.250
O1 0.873 0.236 -0.131
C2 0.007 -0.613 1.917
C3 -0.850 -1.453 1.312
H1 1.168 1.090 1.699
H2 2.028 -0.474 1.472
H3 0.602 1.197 -0.235
H4 -0.077 -0.501 2.908
H5 -1.527 -1.940 1.940
H6 -1.167 -1.826 0.368
H7 0.908 -1.941 -2.173
H8 1.390 -0.531 -1.909
O2 0.889 -1.127 -2.462
H9 -0.608 0.051 -1.105
H10 -1.820 -0.432 -1.744
O3 -1.488 -0.352 -0.882
H11 -1.164 2.614 -0.398
H12 -0.069 3.189 -1.374
O4 -0.239 2.780 -0.453

Calculated values
- Orbital gap: 9.473 eV
- HOMO energy: -0.3338 hartree
- SMILES string: C=CCO.O.O.O

Relative energies in kJ/mol: entry i 0.0; entry ii 149.6

Entry i
A 2-piece molecular cluster, C11H15NO overall, computed with ωB97M-V/def2-TZVPD.

Cartesian coordinates (Å):
C1 -2.204 1.407 -1.813
C2 -0.273 1.598 -0.149
C3 -1.296 2.199 -0.964
C4 0.394 2.666 0.519
C5 -1.222 3.542 -0.928
C6 -0.120 0.317 0.266
C7 0.738 -0.030 1.271
C8 1.632 0.955 1.748
C9 1.381 2.272 1.438
N1 -0.110 3.926 -0.054
H1 -0.683 -0.464 -0.279
H2 0.889 -1.018 1.558
H3 2.572 0.776 2.349
H4 -2.119 0.281 -1.679
H5 -2.031 1.644 -2.932
H6 -1.539 4.231 -1.745
H7 0.049 4.787 0.372
H8 1.866 3.154 2.094
H9 -3.287 1.648 -1.527
C10 0.569 -3.384 0.530
C11 0.260 -4.017 -0.831
O1 1.046 -4.434 1.276
H10 1.361 -2.656 0.369
H11 -0.207 -2.884 0.980
H12 -0.079 -3.172 -1.500
H13 1.824 -4.238 1.792
H14 -0.558 -4.717 -0.864
H15 1.148 -4.391 -1.299

Calculated values
- Orbital gap: 8.804 eV
- HOMO energy: -0.2945 hartree
- SMILES string: Cc1c[nH]c2ccccc12.CCO

Entry ii
A 2-piece molecular cluster, C11H15NO overall, computed with ωB97M-V/def2-TZVPD.

Cartesian coordinates (Å):
C1 0.347 -3.113 2.540
C2 0.955 -0.168 0.328
C3 0.663 -1.528 0.489
C4 0.684 -1.805 1.899
C5 1.012 -0.639 2.513
C6 0.803 -0.410 -2.025
C7 0.995 0.417 -0.939
C8 0.648 -1.810 -1.887
C9 0.492 -2.346 -0.636
N1 1.137 0.370 1.579
H1 0.854 0.079 -2.985
H2 1.083 1.491 -1.080
H3 0.600 -2.323 -2.843
H4 0.350 -3.408 -0.507
H5 1.607 1.247 1.720
H6 1.120 -0.491 3.580
H7 0.455 -3.093 3.623
H8 0.974 -3.893 2.113
H9 -0.664 -3.414 2.288
C10 -1.686 3.039 -0.831
C11 -2.603 4.207 -1.218
O1 -2.080 1.812 -1.406
H10 -0.631 3.259 -1.034
H11 -1.765 2.857 0.236
H12 -2.065 5.152 -1.126
H13 -1.820 1.755 -2.327
H14 -3.382 4.282 -0.454
H15 -3.138 4.051 -2.153

Calculated values
- Orbital gap: 8.636 eV
- HOMO energy: -0.2859 hartree
- SMILES string: Cc1c[nH]c2ccccc12.CCO

Entry iii
A 2-piece molecular cluster, C11H15NO overall, computed with ωB97M-V/def2-TZVPD.

Cartesian coordinates (Å):
C1 0.147 -3.251 0.169
C2 2.594 -2.406 -0.161
C3 1.286 -2.324 0.121
C4 2.284 -0.234 0.104
C5 1.093 -0.875 0.449
C6 2.450 1.139 0.306
C7 0.050 -0.147 1.105
C8 1.481 1.808 1.009
C9 0.290 1.145 1.441
N1 3.253 -1.164 -0.278
H1 3.228 -3.239 -0.448
H2 3.902 -1.006 -1.033
H3 0.331 -4.234 -0.290
H4 -0.764 -2.871 -0.309
H5 3.348 1.591 -0.111
H6 -0.868 -0.686 1.233
H7 1.514 2.882 1.084
H8 -0.358 1.849 1.932
H9 -0.218 -3.343 1.197
C10 -2.570 2.207 -1.197
C11 -3.579 1.201 -0.672
O1 -1.523 2.450 -0.317
H10 -2.309 1.890 -2.233
H11 -2.971 3.207 -1.419
H12 -3.285 0.850 0.342
H13 -0.782 1.833 -0.304
H14 -3.409 0.217 -1.120
H15 -4.616 1.511 -0.600

Calculated values
- Orbital gap: 9.040 eV
- HOMO energy: -0.3018 hartree
- SMILES string: Cc1c[nH]c2ccccc12.CCO

Relative energies in kJ/mol: entry i 155.3; entry ii 0.0; entry iii 82.4

Entry i
A 6-piece molecular cluster, C12H36O6 overall, computed with ωB97M-V/def2-TZVPD.

Cartesian coordinates (Å):
C1 0.376 0.610 4.631
C2 -0.173 -0.257 3.523
C3 -0.573 -1.588 4.066
O1 -1.229 0.322 2.877
H1 1.186 0.057 5.106
H2 -0.386 0.821 5.381
H3 0.794 1.470 4.108
H4 0.650 -0.373 2.817
H5 -1.399 -1.444 4.762
H6 0.183 -2.003 4.732
H7 -0.917 -2.285 3.302
H8 -0.888 1.166 2.572
C4 -2.380 -4.351 -3.409
C5 -1.437 -3.605 -2.435
C6 -0.948 -2.419 -3.201
O2 -2.202 -3.179 -1.301
H9 -3.192 -3.746 -3.811
H10 -2.956 -5.157 -2.954
H11 -1.911 -4.784 -4.294
H12 -0.650 -4.284 -2.105
H13 -0.690 -2.662 -4.232
H14 -0.052 -1.952 -2.793
H15 -1.757 -1.689 -3.193
H16 -1.707 -2.532 -0.793
C7 2.684 1.183 1.652
C8 3.049 0.412 0.348
C9 2.124 -0.776 0.021
O3 2.916 1.327 -0.613
H17 3.405 1.940 1.962
H18 2.635 0.509 2.507
H19 1.727 1.693 1.543
H20 4.065 0.018 0.314
H21 2.489 -1.655 0.552
H22 2.174 -1.133 -1.008
H23 1.075 -0.485 0.072
H24 3.589 1.168 -1.278
C10 -1.446 2.201 -2.643
C11 -0.041 2.483 -2.086
C12 0.215 3.897 -1.594
O4 0.082 1.622 -0.992
H25 -1.600 1.122 -2.662
H26 -1.513 2.573 -3.665
H27 -2.100 2.603 -1.870
H28 0.753 2.131 -2.744
H29 0.090 4.598 -2.420
H30 1.177 4.060 -1.107
H31 -0.565 4.175 -0.886
H32 0.992 1.531 -0.701
O5 -0.719 2.528 1.577
H33 -0.296 2.566 0.719
H34 -1.596 2.881 1.428
O6 -1.150 -0.757 -0.120
H35 -1.123 -0.620 0.827
H36 -0.832 0.066 -0.490

Calculated values
- Orbital gap: 9.880 eV
- HOMO energy: -0.3507 hartree
- SMILES string: CC(C)O.CC(C)O.CC(C)O.CC(C)O.O.O

Entry ii
A 6-piece molecular cluster, C12H36O6 overall, computed with ωB97M-V/def2-TZVPD.

Cartesian coordinates (Å):
C1 6.200 10.383 18.109
C2 5.613 9.005 17.536
O1 4.798 8.388 18.487
H1 6.975 10.032 18.790
H2 5.543 11.048 18.671
H3 6.535 10.956 17.244
H4 6.355 8.315 17.135
H5 4.996 9.298 16.687
H6 4.494 7.578 18.071
C3 3.001 1.896 19.081
C4 2.221 2.363 17.793
O2 2.760 3.528 17.135
H7 3.106 0.812 19.030
H8 2.287 1.994 19.898
H9 3.878 2.508 19.291
H10 1.173 2.503 18.059
H11 2.399 1.614 17.022
H12 3.097 3.349 16.254
C5 1.997 1.739 9.265
C6 1.865 2.735 10.527
O3 3.150 2.928 11.117
H13 2.407 0.770 9.551
H14 2.618 2.128 8.459
H15 0.936 1.591 9.060
H16 1.302 2.233 11.315
H17 1.459 3.737 10.393
H18 3.637 3.526 10.546
C7 -2.731 -4.645 18.550
C8 -2.053 -3.276 18.436
O4 -0.726 -3.432 18.941
H19 -2.503 -5.360 17.759
H20 -3.796 -4.414 18.548
H21 -2.435 -5.026 19.527
H22 -2.463 -2.394 18.928
H23 -2.058 -2.949 17.397
H24 -0.225 -3.819 18.220
C9 8.680 3.932 13.229
C10 10.218 4.282 13.079
O5 10.564 3.451 11.911
H25 8.254 4.397 14.118
H26 8.513 2.865 13.379
H27 8.173 4.358 12.363
H28 10.810 4.029 13.958
H29 10.522 5.266 12.720
H30 10.070 3.834 11.183
C11 3.188 5.480 24.277
C12 4.758 5.279 24.138
O6 5.212 6.437 23.429
H31 2.864 6.453 23.908
H32 2.851 5.513 25.313
H33 2.603 4.683 23.820
H34 4.955 4.319 23.662
H35 5.208 5.239 25.130
H36 4.713 6.509 22.612

Calculated values
- Orbital gap: 10.395 eV
- HOMO energy: -0.3697 hartree
- SMILES string: CCO.CCO.CCO.CCO.CCO.CCO

Relative energies in kJ/mol: entry i 0.0; entry ii 356.2

Entry i
A 2-piece molecular cluster, CH3FNO2S overall, computed with ωB97M-V/def2-TZVPD.

Cartesian coordinates (Å):
C1 -0.444 -1.069 0.745
N1 0.032 1.450 -0.005
O1 1.087 -0.243 -1.555
O2 1.909 0.094 0.769
F1 -1.704 -0.690 -0.547
S1 0.809 -0.077 -0.117
H1 -0.312 -2.219 0.448
H2 -0.726 1.354 -0.608
H3 -0.649 1.400 0.869

Calculated values
- Net charge: -1
- Orbital gap: 8.569 eV
- HOMO energy: -0.1644 hartree

Entry ii
An isolated ion of composition CH3FNO2S and charge -1, computed with ωB97M-V/def2-TZVPD.

Cartesian coordinates (Å):
C1 -0.449 0.930 0.761
N1 -0.541 -0.683 0.244
O1 1.037 -2.794 1.154
O2 -1.261 -2.512 1.874
F1 -0.263 1.520 -0.447
S1 0.019 -1.801 1.631
H1 -1.412 1.389 1.204
H2 0.333 1.035 1.358
H3 -1.523 -0.709 0.076

Calculated values
- Net charge: -1
- Orbital gap: 7.566 eV
- HOMO energy: -0.1279 hartree

Relative energies in kJ/mol: entry i 147.8; entry ii 0.0

Entry i
A 2-piece molecular cluster, C2H3NOS overall, computed with ωB97M-V/def2-TZVPD.

Cartesian coordinates (Å):
C1 0.970 -0.361 -0.214
C2 -1.394 0.220 0.160
N1 -2.512 0.721 -0.077
O1 3.538 -0.605 0.045
S1 2.407 0.363 0.209
H1 0.992 -1.451 -0.328
H2 -1.367 -0.403 1.029
H3 -2.634 1.517 -0.825

Calculated values
- Orbital gap (alpha / beta): 8.308 / 7.796 eV
- HOMO energy (alpha / beta): -0.3466 / -0.3378 hartree

Entry ii
One molecule with the formula C2H3NOS, computed with ωB97M-V/def2-TZVPD.

Cartesian coordinates (Å):
C1 0.503 0.216 -0.774
C2 -0.134 0.006 1.931
N1 0.201 -0.056 0.748
O1 -0.542 -0.067 3.005
S1 -1.045 0.155 -1.818
H1 1.417 -0.327 -1.004
H2 -1.298 -1.096 -1.243
H3 0.899 1.169 -0.845

Calculated values
- Orbital gap: 10.386 eV
- HOMO energy: -0.3630 hartree
- SMILES string: O=C=NCS

Relative energies in kJ/mol: entry i 480.3; entry ii 0.0

Entry i
One molecule with the formula C2H3NOS, computed with ωB97M-V/def2-TZVPD.

Cartesian coordinates (Å):
C1 -0.480 -1.046 0.537
C2 0.516 0.785 -0.245
N1 -0.523 -0.252 -0.521
O1 1.086 0.339 0.882
S1 -0.479 -2.253 1.458
H1 1.372 0.842 -0.998
H2 0.010 1.814 -0.197
H3 -1.503 -0.229 -0.916

Calculated values
- Orbital gap: 8.132 eV
- HOMO energy: -0.3107 hartree

Entry ii
One molecule with the formula C2H3NOS, computed with ωB97M-V/def2-TZVPD.

Cartesian coordinates (Å):
C1 -0.621 -0.395 -0.448
C2 1.668 0.434 -0.433
H1 -0.398 -0.540 -1.569
H2 0.673 0.068 1.189
H3 1.586 0.533 -1.514
N1 0.535 -0.058 0.192
O1 2.667 0.530 0.271
S1 -2.076 -0.258 0.229

Calculated values
- Orbital gap: 8.762 eV
- HOMO energy: -0.3394 hartree
- SMILES string: O=CNC=S

Entry iii
One molecule with the formula C2H3NOS, computed with ωB97M-V/def2-TZVPD.

Cartesian coordinates (Å):
C1 -0.545 0.268 -0.266
C2 0.673 -0.356 0.593
N1 1.860 -0.240 1.014
O1 -2.451 0.329 -1.742
S1 -1.511 -0.686 -1.183
H1 -0.764 1.263 -0.151
H2 0.372 -1.248 1.105
H3 2.366 0.668 0.630

Calculated values
- Orbital gap: 8.677 eV
- HOMO energy: -0.3599 hartree

Relative energies in kJ/mol: entry i 268.4; entry ii 0.0; entry iii 261.3